(1)
Molecular formula: C49H45GeN6NaO4S
Method: DFT, wB97M-V/def2-TZVPD

Properties
⟨S²⟩: 0.76
Kohn-Sham gap (spin up / spin down) in eV: 3.70 / 6.12
M in g mol⁻¹: 909.604
F_max in eV/Å: 2.6
LUMO level (spin up / spin down) in eV: 1.8829 / 1.8795
Highest occupied orbital energy (spin up / spin down) in eV: -1.813 / -4.242
ΔE to the lowest compared entry with this formula, charge and spin in kcal/mol: 0.0

Structure (ORCA input):
```
! RIJCOSX wB97M-V def2-TZVPD def2/J DEFGRID3
* xyz -1 2
Na -18.933 9.505 7.274
C -18.751 11.756 9.210
C -18.248 11.064 10.323
C -19.098 10.631 11.341
C -20.465 10.941 11.308
C -20.997 11.566 10.172
C -20.146 11.924 9.109
H -18.066 12.205 8.476
H -17.172 10.859 10.403
H -18.693 10.100 12.220
H -21.100 10.709 12.152
H -22.061 11.746 10.083
H -20.590 12.343 8.202
C -19.439 5.923 3.655
C -19.385 7.007 4.696
N -19.820 6.879 5.914
O -20.379 5.617 6.163
C -18.706 8.253 4.299
C -17.650 8.117 3.260
N -19.019 9.346 4.921
O -17.987 10.332 4.846
H -20.265 5.279 3.964
H -18.533 5.300 3.655
H -19.544 6.370 2.654
H -20.574 5.655 7.123
H -17.092 7.190 3.431
H -16.976 8.966 3.295
H -18.048 8.027 2.215
C -14.028 13.607 5.224
C -14.270 12.244 5.103
C -15.568 11.778 4.773
C -16.611 12.710 4.581
C -16.370 14.079 4.700
C -15.094 14.517 5.038
Ge -18.327 11.990 4.081
C -18.832 11.427 2.312
C -20.010 10.669 2.129
C -20.353 10.218 0.858
C -19.539 10.509 -0.248
C -18.331 11.187 -0.050
C -17.982 11.665 1.219
C -19.715 13.133 4.789
C -19.523 13.771 6.025
C -20.455 14.714 6.450
C -21.535 15.099 5.647
C -21.725 14.454 4.418
C -20.817 13.480 3.984
H -13.022 13.951 5.470
H -13.478 11.505 5.228
H -15.753 10.710 4.728
H -17.151 14.801 4.549
H -14.934 15.587 5.122
H -20.610 10.412 3.000
H -21.236 9.580 0.731
H -19.848 10.199 -1.247
H -17.666 11.406 -0.897
H -17.080 12.214 1.392
H -18.658 13.568 6.641
H -20.308 15.150 7.436
H -22.222 15.886 5.974
H -22.551 14.726 3.765
H -20.930 13.038 2.986
N -11.605 8.217 7.634
C -12.684 7.391 7.473
S -12.517 5.757 7.242
C -14.021 7.970 7.475
C -15.154 7.101 7.604
C -16.390 7.698 7.759
N -16.594 9.030 7.758
C -15.528 9.817 7.544
C -14.237 9.368 7.396
H -10.735 7.718 7.835
H -11.741 9.028 8.218
H -15.011 6.026 7.558
H -17.295 7.106 7.923
H -15.715 10.885 7.529
H -13.409 10.029 7.210
O -21.514 9.295 7.540
C -21.302 8.410 8.371
N -22.233 7.481 8.911
C -21.682 6.701 9.998
C -20.223 7.302 10.043
O -19.399 7.075 10.946
N -20.038 8.107 8.988
C -21.641 5.141 9.723
C -20.572 4.385 10.246
C -20.442 3.022 9.915
C -21.378 2.418 9.070
C -22.419 3.190 8.560
C -22.609 4.522 8.916
C -22.473 6.984 11.357
C -21.889 6.652 12.595
C -22.563 6.892 13.804
C -23.841 7.449 13.775
C -24.402 7.818 12.545
C -23.728 7.575 11.340
H -23.173 7.396 8.529
H -19.850 4.874 10.896
H -19.609 2.466 10.314
H -21.331 1.350 8.825
H -23.103 2.707 7.832
H -23.446 5.078 8.524
H -20.871 6.266 12.577
H -22.047 6.626 14.714
H -24.362 7.665 14.701
H -25.392 8.281 12.529
H -24.213 7.798 10.400
*
```

(2)
Molecular formula: C13H48N5O6
Method: DFT, wB97M-V/def2-TZVPD

Properties
Kohn-Sham gap in eV: 6.98
M in g mol⁻¹: 370.556
F_max in eV/Å: 2.8
LUMO level in eV: -4.0133
Highest occupied orbital energy in eV: -10.991

Structure (ORCA input):
```
! RIJCOSX wB97M-V def2-TZVPD def2/J DEFGRID3
* xyz 1 1
N -1.487 3.658 -1.350
H -2.260 3.831 -1.977
H -0.676 4.044 -1.814
H -1.215 2.687 -1.303
H -1.795 3.944 -0.432
N 1.132 1.321 -4.242
H 1.987 1.764 -3.937
H 0.611 1.958 -4.828
H 0.439 1.123 -3.534
H 1.207 0.440 -4.730
C -1.434 0.104 -1.063
O -1.006 0.824 -2.153
H -2.336 0.562 -0.658
H -1.775 -0.904 -1.298
H -0.831 -0.002 -0.161
O -2.898 1.245 -4.515
H -2.897 2.189 -4.674
H -2.319 1.128 -3.761
O 1.419 -0.793 -2.503
H 1.072 -1.641 -2.782
H 0.676 -0.356 -2.086
C 2.448 0.718 1.336
C 3.689 0.192 0.635
C 4.792 0.197 1.689
O 5.190 1.513 1.971
C 5.818 1.922 3.184
N 3.389 -1.131 0.102
H 2.550 1.668 1.860
H 1.879 0.141 2.065
H 1.769 0.890 0.501
H 3.914 0.974 -0.091
H 5.741 -0.309 1.512
H 4.329 -0.204 2.590
H 6.328 2.885 3.178
H 6.476 1.146 3.574
H 4.999 2.001 3.899
H 2.786 -1.061 -0.705
H 4.259 -1.519 -0.235
C -1.156 -3.734 -4.599
C -2.350 -2.775 -4.436
C -3.254 -3.037 -3.262
O -4.229 -4.161 -3.478
C -3.883 -5.418 -2.966
N -1.817 -1.436 -4.406
H -0.491 -4.035 -3.790
H -0.522 -3.227 -5.327
H -1.536 -4.611 -5.125
H -2.994 -2.858 -5.312
H -3.896 -2.171 -3.103
H -2.818 -3.053 -2.263
H -2.959 -5.795 -3.405
H -4.666 -6.176 -2.942
H -3.534 -5.305 -1.939
H -2.565 -0.813 -4.675
H -1.579 -1.028 -3.513
C -0.824 0.764 3.378
C -0.802 1.921 4.300
C -1.377 1.568 5.699
O -0.570 0.557 6.326
C -0.704 0.685 7.747
N 0.637 2.192 4.385
H -0.402 -0.121 3.854
H -0.258 1.048 2.490
H -1.856 0.635 3.049
H -1.396 2.722 3.857
H -2.438 1.319 5.674
H -1.242 2.543 6.168
H -0.303 -0.193 8.253
H -1.719 0.844 8.110
H 0.061 1.413 8.018
H 0.574 3.072 4.877
H 0.897 1.517 5.090
*
```

(3)
Molecular formula: C23H39BrFeN2O7Se2Si
Method: DFT, wB97M-V/def2-TZVPD

Properties
⟨S²⟩: 8.77
Kohn-Sham gap (spin up / spin down) in eV: 8.82 / 6.45
M in g mol⁻¹: 777.327
F_max in eV/Å: 0.7
LUMO level (spin up / spin down) in eV: -2.5921 / -5.0707
Highest occupied orbital energy (spin up / spin down) in eV: -11.413 / -11.520
ΔE to the lowest compared entry with this formula, charge and spin in kcal/mol: 12.3

Structure (ORCA input):
```
! RIJCOSX wB97M-V def2-TZVPD def2/J DEFGRID3
* xyz 1 6
Fe 0.070 -0.632 -1.137
O 1.668 0.262 -4.792
C 1.635 -0.169 -3.619
O 0.496 -0.317 -3.015
C 2.878 -0.536 -2.904
C 4.077 -0.336 -3.578
C 5.270 -0.658 -2.969
C 5.317 -1.163 -1.680
C 4.136 -1.337 -0.997
C 2.862 -1.077 -1.576
O 1.776 -1.378 -0.924
N 4.248 -1.833 0.385
O 5.228 -2.502 0.644
O 3.416 -1.470 1.196
N 6.529 -0.453 -3.701
O 7.557 -0.777 -3.139
O 6.448 0.029 -4.816
H 4.073 0.067 -4.580
H 6.261 -1.408 -1.214
C -0.415 1.285 -6.791
Se -0.737 1.030 -4.904
C -1.689 -0.664 -4.997
C -2.805 -0.868 -3.979
Se -2.459 -1.320 -2.088
C -1.774 -3.104 -2.415
H -0.182 0.327 -7.247
H 0.443 1.947 -6.868
H -1.294 1.737 -7.246
H -0.956 -1.471 -4.954
H -2.111 -0.647 -6.003
H -3.381 -1.740 -4.290
H -3.487 -0.018 -3.970
H -2.484 -3.643 -3.039
H -1.701 -3.603 -1.459
H -0.794 -3.066 -2.886
C -0.005 1.477 4.936
C 0.443 1.413 3.463
C 0.977 2.802 3.079
C 1.632 0.447 3.346
Si -1.029 0.831 2.388
Br -0.232 1.381 0.223
C -2.635 1.841 2.542
C -2.316 3.334 2.727
C -3.556 1.716 1.319
C -3.415 1.368 3.782
C -1.276 -1.050 2.261
C -0.160 -1.751 1.464
C -1.315 -1.625 3.697
C -2.604 -1.429 1.595
H 0.862 1.726 5.552
H -0.401 0.533 5.308
H -0.753 2.253 5.107
H 1.793 3.045 3.763
H 0.235 3.597 3.165
H 1.391 2.820 2.072
H 2.450 0.831 3.961
H 2.008 0.380 2.324
H 1.416 -0.559 3.701
H -1.719 3.736 1.905
H -1.797 3.540 3.663
H -3.256 3.890 2.749
H -3.064 2.036 0.399
H -4.416 2.373 1.473
H -3.945 0.705 1.173
H -2.835 1.451 4.703
H -3.764 0.339 3.690
H -4.300 1.998 3.900
H 0.846 -1.357 1.585
H -0.409 -1.753 0.379
H -0.140 -2.814 1.720
H -0.345 -1.594 4.188
H -1.620 -2.673 3.643
H -2.036 -1.112 4.336
H -2.715 -0.980 0.610
H -3.475 -1.144 2.188
H -2.638 -2.515 1.473
*
```

(4)
Molecular formula: C4H6O2S
Method: DFT, wB97M-V/def2-TZVPD

Properties
Kohn-Sham gap in eV: 8.94
SMILES: C=COC(=S)OC
M in g mol⁻¹: 118.157
F_max in eV/Å: 3.5
LUMO level in eV: 0.2051
Highest occupied orbital energy in eV: -8.733
ΔE to the lowest compared entry with this formula, charge and spin in kcal/mol: 59.6

Structure (ORCA input):
```
! RIJCOSX wB97M-V def2-TZVPD def2/J DEFGRID3
* xyz 0 1
C -1.052 1.367 -1.102
C 0.133 1.468 -0.538
O 1.141 0.495 -0.395
C 0.759 -0.778 -0.652
S 1.252 -1.474 -2.110
O 0.252 -1.605 0.348
C 0.065 -1.175 1.686
H -1.779 2.206 -1.320
H -1.342 0.404 -1.682
H 0.644 2.384 -0.269
H -1.004 -0.769 1.716
H 0.012 -2.077 2.274
H 0.918 -0.446 2.043
*
```

M of number 3 (C23H39BrFeN2O7Se2Si)? 777.327 g mol⁻¹

Which value of F_max does entry 2 give? 2.8 eV/Å